Entry 1:
A cluster of 11 separate species, C52H55Cl4F7O6 in total. Source: the OMol25 dataset; level of theory: ωB97M-V/def2-TZVPD.

Summary:
**Orbital gap**: 9.45 eV
**SMILES string**: CCOC(=O)OC.CCOC(=O)OC.Fc1ccccc1.Fc1ccccc1.Fc1ccccc1.Fc1ccccc1.Fc1ccccc1.Fc1ccccc1.Fc1ccccc1.ClCCl.ClCCl
**Energy**: -136213.10455 eV

Last column: Löwdin charge in e.
Cartesian coordinates (Å):
Cl: -2.80 1.31 -4.33  0.54
Cl: -3.98 -1.62 5.15  0.53
Cl: -4.58 3.59 -4.79  0.49
Cl: -1.69 0.20 5.28  0.54
F: 4.01 -4.64 5.01  0.08
F: 0.29 -2.26 -6.24  0.06
F: -5.81 -5.47 -2.57  0.05
F: 3.51 2.69 3.65  0.07
F: 0.03 4.45 1.68  0.05
F: 4.60 -3.03 0.47  0.05
F: -2.34 -1.65 -0.31  0.04
O: 1.00 -5.76 0.04  0.14
O: -0.38 -4.44 1.22  0.00
O: -0.21 3.81 -3.14  0.10
O: -1.20 -5.46 -0.47  0.03
O: 1.49 4.07 -1.67  0.02
O: 1.32 2.20 -2.71  0.03
C: 3.19 0.07 -0.69  -0.06
C: 2.58 3.23 4.44  -0.29
C: 3.96 0.27 -1.83  -0.09
C: -1.04 1.71 -0.31  -0.06
C: 1.73 5.06 5.77  -0.09
C: 1.48 -2.35 -2.83  -0.06
C: 0.79 6.60 2.15  -0.02
C: 2.80 -1.43 3.88  -0.09
C: 0.45 3.06 5.55  -0.08
C: -0.09 1.61 0.70  -0.08
C: -1.27 6.28 0.91  -0.03
C: 0.58 7.97 2.10  -0.08
C: 1.41 2.55 4.67  -0.01
C: -0.19 5.77 1.62  -0.30
C: -0.95 -2.59 -2.86  -0.07
C: -0.44 8.50 1.33  -0.09
C: -6.00 -2.43 -4.54  -0.07
C: 1.21 -2.40 5.40  -0.08
C: -6.27 -3.72 -4.09  -0.02
C: -2.69 -0.86 4.23  -1.00
C: -1.79 0.60 -0.67  0.00
C: -1.41 7.66 0.77  -0.07
C: 0.84 1.33 -3.74  -0.20
C: -4.74 -3.42 -2.23  -0.02
C: -1.55 -0.59 -0.01  -0.28
C: 1.92 1.01 -4.75  -0.06
C: 5.18 -1.74 -1.43  -0.02
C: -4.60 -2.09 -2.58  -0.10
C: -0.93 -2.51 -4.27  0.00
C: 1.57 -1.37 4.53  -0.12
C: 2.74 4.49 5.00  -0.03
C: -0.08 -5.29 0.24  -0.61
C: -1.20 -6.54 -1.43  -0.21
C: 0.28 -2.34 -4.90  -0.29
C: 2.00 -3.54 5.50  -0.02
C: 3.22 -3.58 4.85  -0.29
C: -0.57 -0.76 0.93  -0.01
C: 0.24 -2.53 -2.17  -0.08
C: 0.65 -3.99 2.06  -0.06
C: 4.43 -1.92 -0.28  -0.29
C: 0.15 0.38 1.29  -0.07
C: 4.95 -0.63 -2.22  -0.07
C: -3.13 3.02 -3.92  -0.97
C: 1.14 5.43 -1.49  -0.04
C: 1.48 -2.29 -4.20  -0.03
C: -2.48 -7.30 -1.29  -0.07
C: -5.19 -1.61 -3.73  -0.10
C: 3.64 -2.51 4.07  -0.01
C: 0.57 4.36 6.04  -0.08
C: 3.47 -1.03 0.13  -0.02
C: 0.78 3.40 -2.58  -0.61
C: -5.57 -4.22 -2.99  -0.28
H: 0.49 2.49 0.92  0.09
H: -4.17 -3.86 -1.43  0.12
H: -3.10 -0.29 3.41  0.03
H: 1.53 0.74 -5.73  0.09
H: 1.67 -4.40 6.06  0.12
H: -0.31 -7.16 -1.32  0.12
H: -2.03 5.57 0.62  0.12
H: -1.87 -2.68 -2.31  0.08
H: 2.73 0.40 -4.36  0.05
H: -2.31 3.65 -4.23  0.01
H: 2.36 -2.14 -4.82  0.12
H: 0.32 -2.22 5.99  0.10
H: 3.58 5.12 4.73  0.12
H: -1.22 -6.07 -2.42  0.13
H: -1.86 -2.72 -4.78  0.12
H: 2.40 1.98 -4.97  0.09
H: -0.46 2.51 5.74  0.05
H: 0.91 -0.53 4.38  0.04
H: -3.39 3.00 -2.87  0.02
H: -6.40 -1.94 -5.41  0.10
H: 5.53 -0.44 -3.12  0.11
H: -2.53 -8.12 -2.01  0.08
H: 1.64 6.10 -2.18  0.10
H: 4.56 -2.56 3.50  0.12
H: 0.56 0.41 -3.21  0.12
H: -0.58 9.56 1.19  0.10
H: -3.33 -6.65 -1.49  0.07
H: 2.38 -2.36 -2.23  0.09
H: -1.98 -1.57 3.82  0.01
H: 0.37 -3.17 2.72  0.06
H: -2.61 -7.75 -0.31  0.08
H: 1.25 8.63 2.63  0.11
H: 0.93 -4.77 2.78  0.10
H: -6.95 -4.35 -4.65  0.11
H: 0.24 -2.56 -1.09  0.09
H: 1.89 6.05 6.17  0.10
H: 1.44 5.73 -0.49  0.08
H: -0.25 4.80 6.60  0.10
H: 0.07 5.65 -1.54  0.09
H: 2.38 0.73 -0.41  0.09
H: 6.00 -2.42 -1.63  0.12
H: 3.09 -0.60 3.25  0.10
H: -1.19 2.69 -0.75  0.10
H: -0.37 -1.70 1.41  0.09
H: -2.25 8.00 0.18  0.11
H: -4.01 -1.46 -1.93  0.08
H: 3.71 1.04 -2.56  0.09
H: 1.62 6.18 2.70  0.11
H: 0.03 1.74 -4.33  0.09
H: 1.57 -3.78 1.53  0.10
H: 1.18 1.60 4.20  0.08
H: 0.93 0.32 2.04  0.09
H: -4.99 -0.60 -4.05  0.06
H: -2.63 0.64 -1.36  0.09
H: 2.85 -1.19 1.00  0.09

Entry 2:
An isolated molecule of C19H19BrN4O3. Source: the OMol25 dataset; level of theory: ωB97M-V/def2-TZVPD.

Summary:
**Orbital gap**: 8.41 eV
**SMILES string**: Cc1nc(O)[nH]c1C(=O)N1C[C@@H]2C[C@H]1CN2C(=O)/C=C/c1cccc(Br)c1
**Energy**: -102157.85407 eV

Last column: Löwdin charge in e.
Cartesian coordinates (Å):
Br: -6.53 0.68 2.42  0.74
O: 5.66 1.97 -1.59  0.11
O: 0.13 1.04 -2.99  0.07
O: 0.85 -2.16 1.58  0.06
N: 1.32 -0.80 -2.43  0.01
N: 3.60 3.10 -1.45  0.17
N: 3.62 0.99 -2.09  0.18
N: -0.03 -2.16 -0.50  0.00
C: -4.67 1.13 4.52  -0.13
C: -2.38 0.39 4.49  -0.03
C: -3.43 1.03 5.13  -0.07
C: 4.33 2.05 -1.69  -0.46
C: 1.16 0.56 -2.54  -0.39
C: 1.17 3.66 -1.57  -0.02
C: -2.55 -0.16 3.22  -0.21
C: -3.80 -0.07 2.61  -0.08
C: -0.08 -1.87 0.83  -0.45
C: -0.83 -1.53 -1.56  -0.07
C: 2.31 2.71 -1.73  -0.26
C: 0.73 -3.04 -2.49  -0.06
C: -1.33 -1.23 1.31  0.01
C: 0.15 -1.65 -2.73  -0.22
C: -4.84 0.57 3.26  -0.68
C: 2.29 1.40 -2.14  -0.11
C: 1.21 -2.68 -1.09  -0.22
C: -1.40 -0.81 2.58  -0.01
C: 2.11 -1.47 -1.38  -0.08
H: -0.02 -3.82 -2.50  0.13
H: 2.24 -0.84 -0.50  0.13
H: -1.41 0.32 4.97  0.11
H: -1.76 -2.07 -1.75  0.13
H: 1.66 -3.45 -0.47  0.15
H: -1.06 -0.49 -1.35  0.12
H: 1.25 4.47 -2.30  0.09
H: 0.22 3.15 -1.72  0.07
H: -5.50 1.62 5.01  0.10
H: -2.15 -1.10 0.62  0.10
H: -0.27 -1.42 -3.71  0.15
H: -0.52 -0.97 3.19  0.12
H: 5.97 2.84 -1.30  0.12
H: 4.01 0.12 -2.43  0.15
H: 3.09 -1.80 -1.74  0.12
H: -3.97 -0.50 1.63  0.10
H: -3.29 1.46 6.11  0.11
H: 1.20 4.10 -0.57  0.08
H: 1.55 -3.28 -3.17  0.13

The ΔE to the lowest compared entry with this formula, charge and spin results, record by record, are as follows: 12.6; 0.0 kcal/mol.
The max |F| results, record by record, are as follows: 2.149; 0.016 eV/A.